1.
{
  "formula": "C42H36Cl2GeI2KN8O2S",
  "method": "the ωB97M-V functional and the def2-TZVPD basis",
  "elements": ["K", "Cl", "C", "C", "C", "Cl", "C", "C", "C", "C", "N", "C", "C", "O", "H", "H", "H", "H", "N", "N", "C", "N", "S", "H", "H", "H", "H", "H", "I", "I", "C", "C", "C", "C", "C", "C", "C", "O", "C", "C", "C", "H", "H", "H", "H", "H", "H", "H", "H", "H", "H", "H", "H", "C", "Ge", "C", "C", "C", "C", "C", "C", "C", "C", "C", "C", "C", "C", "C", "C", "C", "C", "H", "H", "H", "H", "H", "H", "H", "H", "H", "H", "H", "H", "H", "H", "H", "N", "C", "N", "C", "C", "C", "N", "C", "N"],
  "coordinates": [[1.001, -1.431, 1.305], [-1.822, -4.101, 4.592], [-1.860, -2.358, 4.594], [-2.811, -1.718, 5.387], [-2.877, -0.355, 5.436], [-4.077, 0.409, 6.464], [-1.994, 0.436, 4.665], [-2.011, 1.848, 4.654], [-1.132, 2.528, 3.865], [-0.236, 1.793, 3.068], [-0.186, 0.485, 3.049], [-1.035, -0.215, 3.847], [-0.909, -1.677, 3.812], [-0.014, -2.240, 3.124], [-3.498, -2.315, 5.971], [-2.726, 2.372, 5.275], [-1.118, 3.610, 3.831], [0.457, 2.320, 2.421], [3.807, 0.303, 1.708], [4.873, -0.623, 1.746], [5.302, -1.208, 0.604], [6.056, -2.314, 0.789], [5.048, -0.533, -0.907], [4.191, 1.219, 1.510], [3.365, 0.322, 2.623], [4.970, -1.137, 2.609], [5.921, -2.925, 1.593], [6.323, -2.783, -0.059], [3.264, -2.874, 4.103], [5.426, -5.253, 3.442], [-3.628, -4.615, -3.761], [-2.275, -4.304, -3.185], [-1.321, -3.639, -3.940], [-0.113, -3.240, -3.387], [0.823, -2.420, -4.243], [0.158, -3.541, -2.041], [1.402, -3.006, -1.452], [1.728, -3.092, -0.286], [-0.791, -4.230, -1.262], [-0.598, -4.546, 0.196], [-1.988, -4.602, -1.860], [-3.588, -4.694, -4.847], [-4.328, -3.814, -3.510], [-4.030, -5.544, -3.354], [-1.548, -3.363, -4.963], [0.399, -2.305, -5.239], [1.810, -2.877, -4.340], [0.960, -1.420, -3.826], [2.069, -2.473, -2.147], [0.337, -5.075, 0.379], [-1.430, -5.148, 0.559], [-0.555, -3.642, 0.804], [-2.736, -5.101, -1.254], [3.045, 2.114, -2.048], [1.463, 2.181, -0.894], [1.692, 3.823, 0.209], [2.411, 3.847, 1.403], [2.592, 5.022, 2.121], [2.046, 6.208, 1.653], [1.317, 6.206, 0.472], [1.141, 5.026, -0.239], [-0.076, 2.589, -2.048], [0.126, 2.872, -3.375], [-0.955, 3.136, -4.249], [-2.235, 3.094, -3.787], [-2.499, 2.786, -2.429], [-3.826, 2.667, -1.943], [-4.067, 2.314, -0.647], [-2.989, 2.076, 0.234], [-1.705, 2.192, -0.211], [-1.416, 2.540, -1.555], [3.127, 3.087, -2.540], [2.967, 1.325, -2.796], [3.932, 1.923, -1.448], [2.824, 2.927, 1.803], [3.149, 5.006, 3.050], [2.178, 7.127, 2.211], [0.877, 7.126, 0.104], [0.555, 5.039, -1.152], [1.132, 2.884, -3.781], [-0.758, 3.346, -5.293], [-3.071, 3.259, -4.457], [-4.647, 2.830, -2.632], [-5.083, 2.188, -0.296], [-3.179, 1.775, 1.257], [-0.886, 1.970, 0.462], [2.114, -0.058, 5.109], [2.390, -1.103, 4.703], [-0.007, -0.618, -1.041], [-1.054, -0.704, -1.537], [-2.305, -0.851, -2.140], [-2.449, -0.598, -3.521], [-2.578, -0.405, -4.655], [-3.413, -1.328, -1.405], [-4.334, -1.732, -0.834]],
  "multiplicity": 2,
  "max_force_ev_per_a": 1.76,
  "relative_energy_kj_mol": 257.2,
  "gap_ha": [0.2397, 0.2167],
  "charge": -2
}

=====

2.
{
  "formula": "C9H4",
  "method": "the ωB97M-V functional and the def2-TZVPD basis",
  "elements": ["C", "C", "C", "C", "C", "C", "C", "C", "C", "H", "H", "H", "H"],
  "coordinates": [[-4.472, 0.193, -0.026], [-2.900, -0.186, -0.384], [-1.695, -0.457, -0.036], [-0.366, -0.368, -0.020], [0.917, -0.381, -0.211], [2.212, -0.019, -0.268], [3.412, 0.187, -0.390], [4.719, 0.063, -0.160], [5.938, -0.131, 0.068], [-5.391, 0.789, -0.704], [-4.423, 1.016, 1.015], [-4.907, -0.661, 0.409], [6.954, -0.046, 0.707]],
  "max_force_ev_per_a": 7.63,
  "relative_energy_kj_mol": 0.0,
  "gap_ha": 0.2712,
  "smiles": "C#CC#CC#CC#CC"
}

=====

3.
{
  "formula": "C6H12O",
  "method": "the ωB97M-V functional and the def2-TZVPD basis",
  "elements": ["C", "C", "O", "C", "C", "C", "C", "H", "H", "H", "H", "H", "H", "H", "H", "H", "H", "H", "H"],
  "coordinates": [[2.775, 0.680, 0.073], [1.520, -0.141, -0.175], [0.523, 0.085, 0.792], [-0.475, -0.863, 0.593], [-1.800, -0.601, 1.205], [-1.635, -0.512, -0.297], [-1.693, 0.841, -0.968], [3.502, -0.120, 0.085], [2.794, 1.182, 1.046], [3.029, 1.399, -0.713], [1.828, -1.207, -0.101], [1.117, 0.003, -1.188], [-0.087, -1.886, 0.565], [-1.882, 0.338, 1.746], [-2.337, -1.439, 1.640], [-2.051, -1.333, -0.877], [-1.216, 0.820, -1.956], [-2.732, 1.160, -1.105], [-1.180, 1.597, -0.365]],
  "max_force_ev_per_a": 1.09,
  "relative_energy_kj_mol": 168.3,
  "gap_ha": 0.3827,
  "smiles": "CCO[C@H]1C[C@H]1C"
}